54
Properties=species:S:1:pos:R:3:forces:R:3:mulliken_charge:R:1 method="wB97M-V/def2-TZVPD" homo_ev=-7.497 lumo_energy_ha=0.00115 energy_ev=-44691.4815 homo_lumo_gap_ev=7.528 relative_energy_ev=0.000 smiles="CCOP(=O)(OCC)c1nc(-c2cccc3ccccc23)oc1N1CCOCC1"
C -0.111 -1.907 -2.684 -0.088 -0.184 0.230 -0.805
C -0.901 -3.005 -1.996 0.171 -0.222 -0.873 -0.485
H -1.885 -3.105 -2.467 0.136 -0.110 0.076 0.314
H -0.373 -3.962 -2.045 -0.119 0.114 -0.018 0.368
O -1.080 -2.749 -0.610 -0.433 0.730 0.832 -0.283
P -2.089 -1.576 -0.184 0.426 -0.387 0.516 1.303
O -3.194 -1.361 -1.119 -0.142 0.208 -0.110 -0.874
O -2.622 -2.059 1.245 -0.163 0.135 -0.747 -0.479
C -1.721 -2.393 2.295 0.320 -0.221 0.501 -0.075
C -1.428 -3.883 2.320 -0.131 0.279 -0.121 -1.211
H -0.922 -4.172 1.404 0.060 -0.090 -0.021 0.252
H -2.356 -4.442 2.399 -0.062 -0.090 0.042 0.293
H -0.794 -4.118 3.172 0.063 -0.043 0.092 0.410
H -2.218 -2.082 3.221 0.156 0.016 -0.137 0.393
H -0.791 -1.827 2.179 -0.067 0.046 0.105 0.138
C -1.026 -0.162 0.155 -1.103 -0.094 -0.251 -0.692
C -1.290 1.160 0.460 -0.312 -0.757 0.094 0.722
N -2.410 1.828 0.824 0.449 0.298 0.098 -0.139
C -2.441 3.273 0.684 -0.059 0.342 -0.334 -0.706
H -1.439 3.679 0.815 -0.103 0.044 0.040 0.359
C -3.005 3.637 -0.696 0.195 0.131 0.233 -0.539
H -3.122 4.717 -0.796 0.093 -0.047 -0.009 0.393
O -4.286 3.082 -0.877 -0.115 0.133 0.043 -0.434
C -4.262 1.673 -0.760 0.056 -0.351 0.162 -0.406
H -5.291 1.337 -0.887 0.063 -0.072 -0.014 0.404
C -3.719 1.243 0.606 -0.310 -0.086 -0.308 -0.464
H -3.664 0.159 0.663 -0.173 0.141 0.106 0.109
H -4.374 1.620 1.397 0.020 -0.093 -0.037 0.367
H -3.641 1.229 -1.549 -0.060 0.011 0.040 0.276
H -2.318 3.270 -1.476 -0.034 0.051 0.046 0.319
H -3.099 3.668 1.464 0.076 0.029 -0.041 0.352
O -0.110 1.814 0.510 -0.112 0.156 0.049 -0.491
C 0.851 0.865 0.244 -0.621 -1.070 -0.158 0.573
N 0.326 -0.300 0.034 1.158 0.584 0.126 0.089
C 2.236 1.271 0.212 0.361 0.804 0.064 0.357
C 2.520 2.620 0.325 -0.309 -0.445 -0.030 -0.769
C 3.833 3.092 0.286 0.435 -0.018 -0.029 -0.807
C 4.873 2.218 0.131 -0.148 0.249 0.034 -0.855
C 4.635 0.832 0.019 -0.258 -0.077 0.000 1.051
C 5.705 -0.076 -0.134 0.075 -0.186 -0.021 -0.880
C 5.477 -1.419 -0.234 0.223 0.169 -0.007 -0.540
C 4.166 -1.910 -0.179 -0.213 0.065 0.023 -0.810
C 3.106 -1.057 -0.033 0.037 -0.413 -0.021 -0.796
C 3.304 0.335 0.063 0.198 0.182 0.015 0.716
H 2.098 -1.436 0.015 0.053 -0.089 -0.022 0.706
H 3.996 -2.975 -0.250 -0.057 -0.077 0.002 0.444
H 6.302 -2.106 -0.352 0.084 -0.020 -0.007 0.378
H 6.711 0.317 -0.169 0.091 0.026 -0.005 0.377
H 5.893 2.574 0.094 0.091 0.039 -0.001 0.396
H 4.016 4.153 0.375 0.042 0.066 0.002 0.403
H 1.709 3.323 0.441 -0.046 0.032 0.007 0.487
H 0.830 -1.736 -2.168 0.086 0.025 -0.029 0.158
H -0.690 -0.986 -2.666 0.027 0.147 -0.107 0.192
H 0.085 -2.184 -3.717 -0.006 -0.009 -0.119 0.444